Record 1
Entry from the Open Molecules 2025 dataset: 2 unconnected molecules or ions with the total composition Br2H3N2P at a distorted geometry (ωB97M-V with the def2-TZVPD basis set).

Geometry as ORCA input:
```
! wB97M-V def2-TZVPD RIJCOSX def2/J DEFGRID3
* xyz 0 1
H -0.470 2.438 -0.567
N -1.272 1.708 -0.364
N -0.813 0.620 -0.806
H -1.555 -0.240 -0.785
Br 5.040 -0.730 -0.197
P 2.874 -0.680 0.175
Br 2.522 1.475 0.275
H 3.000 -0.872 1.448
*
```

Results
* max |F|: 0.0689 hartree/bohr
* ΔE to the lowest compared entry with this formula, charge and spin: 36.1 kcal per mole

=====

Record 2
Entry from the Open Molecules 2025 dataset: a molecular structure, C6H13KO4 at a distorted geometry (ωB97M-V with the def2-TZVPD basis set).

Geometry as ORCA input:
```
! wB97M-V def2-TZVPD RIJCOSX def2/J DEFGRID3
* xyz 0 1
O -0.895 -1.034 1.803
C -0.122 -0.170 1.186
O -0.548 0.880 0.731
O 1.156 -0.315 1.456
C 2.102 -0.361 0.369
C -2.324 -0.926 1.653
H -2.856 -1.254 2.555
H -2.669 0.094 1.433
C -2.721 -1.818 0.504
H -2.324 -1.384 -0.424
H -2.270 -2.807 0.653
H -3.816 -1.882 0.464
C 3.448 -0.746 0.930
H 2.200 0.620 -0.114
H 1.816 -1.101 -0.390
H 3.932 0.143 1.355
H 4.072 -1.123 0.108
H 3.350 -1.537 1.685
K -0.044 3.576 0.207
O 0.364 2.750 -2.164
C -0.308 2.232 -3.247
H 0.327 1.520 -3.819
H -1.215 1.653 -2.952
H -0.655 2.992 -3.983
*
```

Results
* max |F|: 0.0739 hartree/bohr
* ΔE to the lowest compared entry with this formula, charge and spin: 0.0 kcal per mole

=====

| no. | highest occupied orbital energy (eV) | HOMO-LUMO gap (eV) | DFT total energy (eV) |
| --- | --- | --- | --- |
| 1 | -9.48 | 9.583 | -152401.204 |
| 2 | -6.10 | 5.658 | -30946.643 |